No. 1
Computed, not measured: a 3-piece molecular cluster, C6H18O2 overall, with ωB97M-V with the def2-TZVPD basis set.

```
26
Properties=species:S:1:pos:R:3:forces:R:3
O 2.4368 1.7329 2.0374 0.00 0.03 -1.04
O 4.7756 -1.9315 4.3422 -0.81 -0.21 -0.32
C -1.5448 -0.1256 -2.1914 0.75 0.43 -0.44
C -0.9844 1.1762 -1.6039 -0.35 -0.53 1.23
C -2.0968 -1.1407 -1.1662 -0.15 0.07 -1.04
C 1.2526 0.0827 -0.8317 -0.06 0.27 -0.29
C 0.0368 0.9755 -0.4868 1.00 -0.53 0.57
C -2.9131 -0.6007 0.0089 -0.48 0.01 -0.19
H -0.4329 0.5439 0.3984 -0.27 0.00 -0.06
H 3.8686 -1.9588 4.6947 0.29 0.09 0.39
H 4.5234 -1.8210 3.4094 0.49 0.18 -0.07
H -0.7275 -0.6192 -2.7301 -0.03 -0.13 0.11
H -2.7259 -1.8352 -1.7337 0.10 -0.09 0.06
H 1.0799 -0.4121 -1.7882 0.35 -0.02 -0.11
H -2.5856 -1.0513 0.9384 0.10 0.20 0.28
H -2.9039 0.4855 0.0742 0.40 -0.01 0.25
H -1.8222 1.6831 -1.1134 0.02 0.40 -0.38
H -0.5715 1.8164 -2.3665 0.04 0.22 -0.46
H 1.8245 1.1348 2.4990 0.18 0.14 0.48
H 0.4612 1.9127 -0.1208 -0.37 0.19 -0.16
H 1.4726 -0.6871 -0.1057 -0.34 -0.29 0.37
H -1.2281 -1.7288 -0.8684 -0.11 0.07 0.50
H -2.2030 0.1582 -3.0194 -0.57 -0.16 0.36
H 2.1836 0.6507 -0.8390 -0.09 0.13 -0.38
H -3.9826 -0.8225 -0.0837 0.13 -0.24 -0.14
H 2.8068 2.3820 2.6463 -0.21 -0.23 0.49
```
Forces are in eV/Å.

Calculated values
Energy above the lowest of the compared OMol25 structures with the same formula, charge and spin: 8.8 kcal/mol
Net charge: -1
Frontier orbital gap (spin up / spin down): 2.444 / 10.364 eV
Expectation value of S²: 0.75
Spin multiplicity: 2
LUMO level (spin up / spin down): 3.286 / 3.204 eV

Löwdin atomic charge list, values in e, 2 entries: -0.2908, -0.2543

=====

No. 2
Computed, not measured: C11H21AsN2O5P2PtS6 as an isolated structure, with ωB97M-V with the def2-TZVPD basis set.

```
49
Properties=species:S:1:pos:R:3:forces:R:3
Pt -0.8298 0.3702 -0.3654 0.75 -0.37 -0.30
As 2.1012 -0.5237 -2.6101 0.12 -0.76 0.76
S 2.6675 -1.8070 -4.2642 0.10 0.38 -0.27
S -3.1954 0.9791 -0.6425 0.66 -0.17 0.01
S 3.4346 1.0861 -3.0077 0.02 -0.01 -0.36
S -0.0089 0.0241 -2.9503 0.29 -0.02 0.29
S -2.8158 2.1451 1.0236 -0.41 0.64 0.68
S 2.5493 -1.5683 -0.7967 -0.39 0.17 -0.29
P -1.4883 -1.8146 -1.2602 -0.37 0.03 0.02
P -0.0785 -1.2149 1.5997 -0.71 -0.17 0.12
O -3.5407 1.5273 2.1268 0.13 -0.03 -0.04
O -3.2363 3.5021 0.7339 0.09 -0.12 -0.05
O -1.3305 2.0370 1.2029 -0.55 -0.19 -0.13
O 0.3578 2.8122 -1.6493 -0.08 -0.05 0.10
O 1.6122 0.5182 2.0757 -0.20 0.16 -0.11
N 1.1112 1.4663 0.0534 -0.47 0.47 -0.19
N 2.1414 3.5422 -0.4907 0.08 -0.02 -0.06
C 1.7788 1.4214 1.2369 0.14 -0.22 -0.09
C -2.8870 -1.7948 -2.4375 0.18 0.09 0.02
C -2.2100 -2.5794 0.2377 0.02 -0.02 0.02
C 1.2185 -2.0907 2.5649 0.29 0.10 -0.29
C 1.1384 2.5913 -0.7412 0.11 -0.15 0.17
C 2.7616 2.4626 1.5063 0.03 -0.04 -0.06
C -1.0991 -0.5579 2.9627 0.18 0.03 0.12
C 2.2511 4.6348 -1.4390 -0.02 -0.11 0.05
C -1.0800 -2.7679 1.2451 0.08 0.09 -0.14
C -0.5581 -3.2293 -1.9479 0.09 0.14 0.00
C 2.9195 3.4497 0.6175 0.02 0.14 -0.03
H -1.2463 -4.0758 -2.0480 0.04 0.02 0.04
H 3.3593 2.4010 2.4019 -0.01 -0.05 -0.01
H -2.0741 -0.2366 2.6115 -0.14 0.05 -0.08
H 3.6568 4.2331 0.7419 0.00 0.03 -0.01
H 2.5018 4.2458 -2.4260 -0.01 -0.01 -0.01
H -1.2142 -1.3293 3.7314 0.02 0.01 -0.01
H -3.5996 -1.0189 -2.1688 -0.07 -0.06 0.00
H 1.6328 -1.4004 3.2946 0.01 -0.02 -0.04
H -2.4867 -1.5847 -3.4288 -0.01 0.01 -0.02
H 0.2870 -3.4859 -1.3170 0.11 0.00 0.04
H -1.4617 -3.1456 2.1976 0.04 -0.04 0.03
H 1.3010 5.1616 -1.5122 -0.02 0.03 0.00
H 0.7757 -2.9556 3.0648 -0.06 0.00 -0.03
H -2.6902 -3.5320 -0.0136 -0.02 -0.01 0.03
H -0.3626 -3.4984 0.8567 -0.03 -0.03 0.07
H 3.0299 5.3176 -1.1009 0.03 -0.02 0.03
H 2.0159 -2.4180 1.8943 -0.05 0.03 0.06
H -3.3701 -2.7744 -2.4386 -0.04 0.01 0.01
H -0.6013 0.3133 3.3829 0.01 0.03 -0.02
H -2.9713 -1.8918 0.6149 0.00 0.02 0.00
H -0.1664 -2.9463 -2.9232 0.02 -0.01 -0.03
```
Forces are in eV/Å.

Calculated values
Energy above the lowest of the compared OMol25 structures with the same formula, charge and spin: 32.4 kcal/mol
Net charge: -2
Frontier orbital gap (spin up / spin down): 5.721 / 5.431 eV
Expectation value of S²: 6.03
Spin multiplicity: 5
LUMO level (spin up / spin down): 4.459 / 3.327 eV

Löwdin atomic charge list, values in e, 2 entries: 0.6355, -0.5686

=====

No. 3
Computed, not measured: the molecule C3H8P2, with ωB97M-V with the def2-TZVPD basis set.

```
13
Properties=species:S:1:pos:R:3:forces:R:3
P 0.7060 1.1562 0.2266 1.44 -0.66 -1.61
P -0.9456 -0.1366 0.7421 -1.49 -0.25 -0.17
C 1.8185 -0.5431 -0.7915 -3.67 1.05 5.14
C -2.1930 -0.0451 -0.7501 0.37 1.07 2.78
C 2.0801 -0.0943 0.5788 1.64 -1.13 2.59
H -1.6440 0.7462 1.6724 0.43 -0.37 -0.67
H 0.9916 -1.2276 -0.8338 0.23 -0.56 -0.62
H 3.1378 0.2890 0.9513 -2.35 -0.54 -1.20
H -3.0175 -0.6562 -0.4579 -0.54 -0.73 0.22
H 1.6886 -0.8385 1.3442 0.72 0.93 -0.90
H 2.3123 -0.1933 -1.5686 2.14 1.38 -3.63
H -1.7093 -0.4768 -1.5709 0.61 -0.24 -1.43
H -2.6224 0.9492 -0.8618 0.48 0.07 -0.50
```
Forces are in eV/Å.

Calculated values
Energy above the lowest of the compared OMol25 structures with the same formula, charge and spin: 23.0 kcal/mol
Frontier orbital gap: 8.726 eV
Spin multiplicity: 1
LUMO level: 0.392 eV

Löwdin atomic charge list, values in e, 2 entries: 0.5984, 0.5117

=====

No. 4
Computed, not measured: C27H51Br2ClN2NaO8PS as an isolated structure, with ωB97M-V with the def2-TZVPD basis set.

```
94
Properties=species:S:1:pos:R:3:forces:R:3
Br 7.0610 8.5870 -0.6888 -0.05 0.02 -0.08
Br 4.8636 6.0275 -2.1881 0.18 0.03 0.01
Cl -0.2450 5.1916 -3.0824 0.33 -0.12 0.65
S 0.7286 5.0287 -1.2675 0.81 1.38 3.88
P 2.9792 -2.6467 -1.9394 0.73 -2.78 -0.21
Na -3.2947 -1.6039 5.3713 1.46 0.68 -0.06
O -0.1594 4.5727 -0.1940 0.57 -0.56 -2.49
O -2.9611 -2.8544 2.6694 0.48 0.60 -0.41
O 1.3402 6.2993 -0.8599 -0.47 -1.29 -2.00
O -5.7376 -4.1838 4.4991 0.41 0.38 0.83
O -0.6522 -0.5355 -2.5288 0.58 -1.07 0.90
O -5.0045 1.3202 -4.1454 0.27 0.42 -0.46
O -5.9918 -4.2521 -1.0148 0.74 0.68 -0.20
O -4.1353 -3.0125 -1.5195 -1.13 0.24 1.01
N 2.2744 0.5404 4.2117 0.77 1.37 0.91
N 0.3531 -2.5312 -0.7956 -0.09 0.22 -0.90
C -3.3938 -3.6959 -0.4857 1.49 -0.71 0.33
C -1.0905 -2.7118 -1.2584 -1.94 -1.24 -0.31
C -5.5006 -0.8481 -2.4471 -0.89 -1.43 0.23
C 3.9803 -1.8186 -3.2888 0.06 1.73 0.97
C 1.6193 0.3271 -2.3352 -0.83 1.20 0.09
C 3.2224 0.7421 5.2476 -1.44 2.97 0.75
C 4.6646 7.0266 -0.5259 -0.33 -0.03 -0.01
C 2.9396 2.0511 5.8430 -0.69 -0.97 -1.39
C 1.1298 -2.3010 -2.0682 -0.43 0.98 -1.20
C -4.2093 -3.4133 2.8092 0.56 0.48 1.18
C -4.5506 -3.6263 4.3464 -1.65 -2.02 -1.69
C 2.1186 3.8305 -1.5592 1.16 -0.62 0.80
C -1.5393 -1.6530 -2.3424 -0.82 0.48 -0.41
C 0.8324 -0.6774 2.6177 0.33 -0.59 -0.87
C 0.7185 -0.9162 -2.7296 0.41 0.58 -0.72
C 0.5751 -1.9884 1.7212 0.15 1.33 -0.28
C 5.1171 8.4542 -0.6869 0.21 0.09 0.18
C 3.6875 -2.3969 -0.2287 -0.40 0.65 0.72
C -2.1034 -2.8858 -0.0407 0.32 -0.49 -1.00
C 1.7921 2.6947 5.1230 1.87 -4.28 -0.97
C 1.4641 1.6818 4.1241 -0.15 2.19 1.32
C 0.5097 -1.4474 0.2233 -0.32 0.75 2.22
C 2.2035 -0.7013 3.3868 -1.43 0.36 0.79
C 1.8640 2.4478 -0.8510 -1.21 0.47 -0.19
C -5.5185 -3.2149 -1.3960 -1.23 0.27 -0.02
C -6.4382 -1.9856 -1.8041 2.39 0.41 -0.80
C 0.8052 1.5161 -1.6227 1.39 -0.43 0.79
H -2.5317 -1.2186 -2.0205 1.21 -0.47 -0.29
H -2.3825 -1.9096 0.4336 0.30 -1.04 -0.16
H 1.4474 2.6694 0.1780 0.52 -0.16 -1.14
H 4.7668 8.9136 -1.6088 -0.01 -0.12 0.07
H 2.8506 1.9419 -0.6805 -0.79 0.45 -0.39
H 4.0204 0.0239 5.5447 -1.06 0.58 -0.54
H 3.1653 -3.1263 0.4621 0.52 0.76 -0.87
H 4.7717 -2.6999 -0.2104 -1.10 0.40 -0.31
H 2.4124 3.7588 -2.6370 -0.66 0.16 0.85
H 3.5559 -1.3715 0.2125 0.42 -0.83 -0.32
H 0.8436 -1.0606 -3.8510 0.02 -0.14 1.20
H 2.4772 0.1006 -1.6508 -0.74 -0.25 -0.76
H 4.7918 9.0565 0.1609 -0.03 -0.11 -0.04
H 0.2385 2.0941 -2.3960 0.28 -0.53 0.91
H 1.4483 -2.6956 1.8061 -1.01 0.47 0.07
H -5.1895 1.6858 -5.0188 -0.03 -0.01 0.08
H 5.2177 6.4840 0.2381 0.05 0.13 -0.10
H -1.5809 -3.5793 0.6857 -0.89 0.99 -0.36
H -3.9972 -3.8789 0.4394 0.44 0.20 -0.97
H 3.4732 2.5176 6.7059 -0.43 -0.72 -0.98
H -4.6927 -0.5549 -1.7288 -0.90 0.01 -0.58
H -5.0019 -1.3525 -3.3277 -0.54 0.99 0.75
H 0.6370 1.8797 3.4024 1.00 -0.89 0.55
H -1.7317 -2.1029 -3.3636 0.30 -0.01 1.18
H -3.0353 -4.6839 -0.9155 -0.51 0.93 0.59
H 1.4337 -0.8220 0.0996 -0.82 -0.92 -0.51
H 2.1421 -1.5408 4.1375 0.38 0.62 -0.97
H 2.0308 0.7814 -3.2836 -0.15 -0.63 1.00
H -4.4138 -2.6162 4.7883 -1.70 0.08 -0.37
H -0.3774 -0.7592 0.1446 0.91 -0.80 -0.11
H -3.6738 -4.1828 4.7685 0.33 -0.21 0.08
H 1.2940 3.6718 5.2864 0.54 -1.04 -0.19
H 3.0085 4.3073 -1.0238 -1.46 -0.21 -0.77
H -0.4026 -2.4174 2.0674 0.90 -0.03 -0.47
H 0.6161 -3.4530 -0.4055 0.05 0.61 0.01
H 0.7834 0.2390 1.9517 0.10 -0.97 0.74
H -4.1007 1.6016 -3.9611 -0.09 -0.02 0.06
H -1.0908 -3.7206 -1.7795 0.22 1.06 0.57
H 0.1345 1.1216 -0.8066 0.42 0.40 -1.33
H 4.9135 -2.4053 -3.4968 -1.21 0.24 0.09
H 3.5992 6.9849 -0.2963 0.04 0.06 -0.08
H -7.1157 -2.3492 -2.6207 0.31 0.27 1.11
H 3.1086 -0.7991 2.7331 -0.86 0.08 0.47
H 3.3391 -1.6447 -4.1909 0.72 -0.35 0.72
H 0.7347 -3.0960 -2.7721 0.65 0.78 0.85
H 4.3226 -0.8135 -2.8936 -0.33 -0.88 -0.76
H -5.0615 -2.8317 2.4001 0.10 0.39 0.08
H -4.3695 -4.4020 2.3362 0.41 -0.23 0.24
H -0.0193 -0.6090 3.3252 0.72 0.08 -0.28
H -6.1522 0.0028 -2.7563 0.93 -0.73 0.25
H -6.9757 -1.5771 -0.9114 0.34 -0.78 -0.76
```
Forces are in eV/Å.

Calculated values
Frontier orbital gap: 3.423 eV
Spin multiplicity: 1
LUMO level: -0.941 eV

Löwdin atomic charge list, values in e, 2 entries: 0.6024, 0.6463

=====

No. 5
Computed, not measured: C48H48Br2CrN3O2P2S2 as an isolated structure, with ωB97M-V with the def2-TZVPD basis set.

```
108
Properties=species:S:1:pos:R:3:forces:R:3
Br -6.7800 -2.3288 1.3376 -0.23 -0.08 0.04
Br -2.4442 -6.8477 -3.5004 -0.16 -0.27 -0.14
Cr -0.4847 -1.2549 -0.4805 0.78 1.31 0.02
S -1.4894 1.8730 2.7406 -0.23 0.09 0.39
S -2.3821 4.3981 4.1888 0.11 -0.53 -0.22
P 1.6688 -0.5891 -1.6587 0.51 0.37 -0.12
P 1.2802 2.2254 0.7676 0.22 0.35 -0.21
O -2.7413 1.8973 4.9918 0.03 0.31 -0.15
O 0.2565 -1.2889 1.1256 -0.77 -1.08 0.62
N -1.0002 -2.9382 -1.5382 0.96 0.09 0.38
N -2.3996 -1.5280 0.1664 0.21 0.46 0.57
N 3.2436 1.9032 -1.2860 -0.31 -0.36 -0.12
C 2.5175 3.5127 5.0437 0.00 -0.02 -0.03
C 2.8614 2.2646 4.5355 -0.04 0.05 -0.04
C 1.7823 2.8137 2.4362 -0.03 -0.15 0.08
C 4.1535 -3.0888 0.4086 -0.07 0.09 -0.05
C 5.4238 -2.6629 0.0480 0.04 0.00 -0.02
C 5.4200 3.3582 -3.9274 -0.04 -0.03 0.02
C -1.8419 -5.2773 -2.6992 -0.86 -0.05 0.27
C -1.1022 5.3155 -0.5059 0.05 -0.07 0.02
C -0.3122 6.0183 -1.4104 0.00 -0.05 0.02
C -3.3906 2.4673 6.1388 0.14 -0.26 -0.36
C -2.7092 -4.5132 -1.9287 -0.30 -0.33 -0.18
C 3.0581 2.1783 0.1648 -0.44 -0.82 -0.90
C -4.3232 -0.9579 1.4570 0.57 0.68 0.33
C -3.0706 -2.5257 -0.3915 0.61 -0.81 -0.91
C -2.2420 -3.3584 -1.3488 -1.44 0.30 0.72
C 4.4591 -0.9566 -1.3556 0.02 0.03 -0.09
C 5.4839 2.8493 -1.2052 0.10 0.02 -0.03
C 3.0349 -2.4374 -0.1024 0.17 0.07 -0.06
C 2.5437 -1.9434 -4.0596 -0.05 -0.04 -0.08
C 1.5108 4.5021 -0.9644 0.04 0.07 0.04
C -1.3160 0.3932 -1.3293 0.04 0.03 0.03
C 3.1737 -1.3638 -0.9898 0.05 -0.25 -0.02
C 0.4474 -0.7702 -4.1387 -0.04 -0.01 -0.02
C -0.5996 4.1964 0.1507 0.01 0.02 -0.03
C 1.5764 -1.1714 -3.4160 -0.08 0.05 0.11
C 4.3366 2.4904 -1.9325 -0.07 -0.13 0.02
C 0.9948 5.6085 -1.6387 0.01 -0.10 0.09
C 1.8080 4.4033 4.2495 -0.02 0.00 -0.02
C 6.5399 3.7345 -3.1988 -0.03 -0.03 0.09
C -4.3741 -2.7896 -0.0856 -0.82 -0.19 0.18
C 1.4426 4.0593 2.9523 -0.01 0.02 0.07
C 5.5738 -1.5984 -0.8347 0.03 0.00 0.02
C 0.7303 -1.5931 3.4655 0.48 -0.05 0.25
C -5.0003 -1.9864 0.8728 -0.12 -0.64 -0.54
C -3.0046 -0.7392 1.0590 0.25 0.41 0.15
C 0.3024 -1.1052 -5.4798 0.00 0.00 0.07
C 2.2427 1.2130 -2.1139 -0.16 0.11 1.68
C 1.2770 -1.8626 -6.1162 0.06 -0.02 0.03
C -2.2449 2.7302 4.0249 -0.13 0.00 0.29
C -0.3284 -3.4561 2.1465 0.15 -0.05 -0.20
C 4.3301 2.7523 -3.3125 0.17 0.09 -0.04
C 2.4923 1.9202 3.2422 0.01 -0.06 0.01
C 2.3914 -2.2871 -5.4023 -0.02 -0.04 0.13
C -0.1630 -3.7112 -2.2277 0.24 -0.16 -0.35
C -0.2125 -1.9484 2.3549 0.57 0.09 -0.93
C 0.7223 3.7758 -0.0645 -0.18 0.07 -0.09
C 6.5571 3.4710 -1.8328 -0.06 -0.02 0.00
C -0.5410 -4.8961 -2.8380 0.84 0.48 0.04
H 3.5183 3.1197 0.4356 0.21 0.21 -0.17
H 0.4307 -2.1152 4.3826 0.08 0.11 -0.11
H 1.3263 1.8063 -2.1688 -0.17 -0.04 -0.09
H 5.3771 3.5525 -4.9949 -0.01 -0.01 0.10
H 0.7017 -0.5197 3.6511 0.02 0.02 0.00
H 3.5332 1.3857 0.7492 0.10 0.04 0.11
H 3.1470 -2.8975 -5.8875 -0.06 0.09 0.05
H 2.5454 4.2251 -1.1474 -0.20 0.06 -0.01
H 1.6245 6.1509 -2.3382 -0.05 -0.06 0.09
H 2.7485 0.9329 2.8615 -0.08 0.08 0.06
H 2.7936 3.7848 6.0577 -0.04 -0.03 -0.10
H -3.6159 1.6245 6.7907 0.02 -0.02 -0.06
H 4.6015 -0.1380 -2.0533 -0.02 -0.06 0.08
H 2.6166 1.0798 -3.1081 0.27 0.01 -0.34
H 6.2996 -3.1603 0.4540 -0.09 0.07 -0.05
H 7.3787 4.2252 -3.6828 -0.11 -0.08 0.08
H -1.1739 -1.5667 2.6409 -0.66 0.43 -0.13
H -0.5767 -0.7789 -6.0251 0.07 -0.01 0.05
H -0.8439 -3.9260 2.9929 0.11 0.11 -0.12
H -1.6226 1.0233 -0.4845 0.01 0.00 -0.08
H 1.7551 -1.8953 3.2052 -0.17 0.07 0.09
H 7.4224 3.7482 -1.2380 -0.08 -0.05 -0.06
H 0.8553 -3.3704 -2.3044 0.13 0.12 -0.04
H -2.2083 0.1490 -1.9201 0.01 0.02 0.06
H 0.1737 -5.4816 -3.3989 0.00 0.05 0.04
H 0.6693 -3.9088 2.0607 -0.17 0.05 -0.02
H -3.7296 -4.8285 -1.7735 0.02 -0.07 -0.04
H -2.1204 5.6357 -0.3050 0.11 -0.04 -0.02
H -1.2250 3.6552 0.8625 0.13 0.11 -0.13
H -2.4225 0.1089 1.4870 -0.40 -0.60 -0.16
H -4.9131 -3.5991 -0.5617 0.00 0.11 0.11
H -0.6338 0.9813 -1.9459 -0.11 0.08 0.03
H 0.8675 4.7611 2.3600 0.01 -0.06 0.04
H 1.5115 5.3693 4.6441 0.03 -0.08 -0.03
H 2.0488 -2.7497 0.2099 -0.08 0.03 0.04
H -2.7451 3.1770 6.6386 0.18 0.14 0.10
H 3.3968 1.5507 5.1527 -0.01 0.06 -0.05
H 3.4641 2.5165 -3.9179 0.09 0.11 0.03
H -4.3028 2.9822 5.8511 -0.10 0.06 -0.07
H -0.7126 6.8830 -1.9328 0.05 -0.10 0.08
H 3.4155 -2.2908 -3.5172 0.01 0.06 0.01
H 1.1680 -2.1212 -7.1639 0.01 0.00 0.09
H 5.5457 2.6251 -0.1450 -0.02 0.06 -0.16
H -0.8937 -3.6944 1.2335 0.08 0.05 0.20
H -0.3314 -0.1959 -3.6451 0.09 -0.04 -0.10
H 6.5641 -1.2625 -1.1207 -0.06 -0.02 0.02
H 4.0310 -3.9178 1.0984 -0.01 0.08 -0.06
H -4.7741 -0.3131 2.2075 0.13 -0.10 -0.17
```
Forces are in eV/Å.

Calculated values
Energy above the lowest of the compared OMol25 structures with the same formula, charge and spin: 18.8 kcal/mol
Frontier orbital gap (spin up / spin down): 4.656 / 4.586 eV
Expectation value of S²: 0.78
Spin multiplicity: 2
LUMO level (spin up / spin down): -1.486 / -1.556 eV

Löwdin atomic charge list, values in e, 2 entries: 0.8132, 0.8365

=====

Number 1: maximum force 1.38 eV/Å, E -389.82438 hartree. Number 2: maximum force 1.08 eV/Å, E -6344.51771 hartree. Number 3: maximum force 6.40 eV/Å, E -801.71474 hartree. Number 4: maximum force 4.77 eV/Å, E -8280.46885 hartree. Number 5: maximum force 1.69 eV/Å, E -9844.16650 hartree.